A structure of composition C6H12N4ReSSe2Te2. Source: the OMol25 dataset; level of theory: the ωB97M-V functional and the def2-TZVPD basis.

The geometry in XYZ format:
```
28
Properties=species:S:1:pos:R:3
Re 1.74592 -0.34054 1.36915
Te 5.10937 -2.31353 2.97386
Te 3.79808 -1.31275 4.91535
Se 3.62667 -1.56902 0.95106
Se 1.75156 -0.35456 3.64230
S 1.98641 1.82115 0.60577
N -0.33325 -0.56202 1.00563
N 0.23962 1.86384 -1.46607
N 2.46626 1.95181 -2.00055
N -2.25888 -1.51071 0.57866
C -0.21634 1.98057 -2.84940
C -0.94295 -1.69071 0.64910
C -2.52456 -0.20338 0.91560
C 1.50260 1.86616 -1.10177
C -3.24937 -2.53703 0.22970
C -1.33247 0.38359 1.18149
H -3.52788 0.18243 0.95542
H 0.07740 2.94439 -3.26732
H -0.44495 1.83133 -0.72663
H 2.28207 2.08905 -2.98349
H -3.18403 -3.36209 0.93406
H -0.45224 -2.63039 0.45386
H -1.12201 1.37872 1.53393
H -1.29947 1.91550 -2.86036
H 0.18721 1.16913 -3.45572
H -4.23621 -2.08961 0.29076
H 3.42534 1.98943 -1.69158
H -3.07391 -2.89075 -0.78282
```

Results
2S+1   2
E_LUMO (alpha / beta)   -7.41 / -8.24 eV
Total energy   -6269.73288 Ha
Molar mass   771.58 Da
Total charge   +2
HOMO-LUMO gap (alpha / beta)   0.2359 / 0.2152 Eh
ΔE to the lowest compared entry with this formula, charge and spin   0.0 kcal/mol
Max |F|   0.5 eV/Å

Charges obtained by Mulliken population analysis, quoted in units of e: number 1, Re, carries 0.5568; number 2, Te, carries 0.2224; number 3, Te, carries 0.2322; number 4, Se, carries -0.0319; number 5, Se, carries -0.0358; number 6, S, carries -0.3340; number 7, N, carries 0.1709; number 8, N, carries -0.0673; number 9, N, carries -0.3440; number 10, N, carries 0.0566; number 11, C, carries -1.1563; number 12, C, carries -0.2969; number 13, C, carries -0.1796; number 14, C, carries 0.6965; number 15, C, carries -0.7957; number 16, C, carries -1.1242; number 17, H, carries 0.4638; number 18, H, carries 0.4021; number 19, H, carries 0.2299; number 20, H, carries 0.2126; number 21, H, carries 0.3489; number 22, H, carries 0.4679; number 23, H, carries 0.6660; number 24, H, carries 0.3528; number 25, H, carries 0.4067; number 26, H, carries 0.2897; number 27, H, carries 0.2407; number 28, H, carries 0.3493